No. 1
Here is a molecular structure, C6H11ClS in a non-equilibrium geometry from OMol25. Energies are from the ωB97M-V functional and the def2-TZVPD basis.

## Properties
Charge: 0
Frontier orbital gap (Eh): 0.3277
HOMO level (eV): -8.236
M (g mol⁻¹): 150.67
Relative energy (zero: lowest compared OMol25 entry of this formula, charge and spin) (kJ/mol): 202.7

Atoms and positions in Å:
C -0.91870 -0.99284 -1.03759
C -2.35369 -1.39287 -0.84855
C -0.51700 -0.69798 0.20538
C 1.65608 0.15872 -0.38486
C 0.58254 1.20020 1.48590
C 0.72553 -0.09401 0.79033
S -2.17602 -0.78631 0.93826
Cl -1.69438 2.02089 -0.38533
H -0.27683 -1.38450 -1.83569
H -2.37837 2.37976 0.61351
H -3.07066 -0.64154 -1.21106
H -2.63435 -2.39532 -0.81061
H 1.13479 0.56856 -1.20879
H 2.20115 -0.80201 -0.55091
H 2.35330 0.86389 -0.01009
H -0.43649 1.20501 2.00918
H 0.51733 2.00514 0.61568
H 1.50474 1.33420 2.15211
H 1.13760 -0.79463 1.39346

Atom charges from the natural (NBO) analysis, given in e for atoms 1 to 4: -0.31, -0.47, -0.02, -0.59

---

No. 2
Here is C11H26BrO2PS in the gas phase in a non-equilibrium geometry from OMol25. Energies are from the ωB97M-V functional and the def2-TZVPD basis.

## Properties
Charge: 0
Frontier orbital gap (Eh): 0.3331
HOMO level (eV): -8.569
M (g mol⁻¹): 333.27

Atoms and positions in Å:
C 0.12911 3.69431 -3.50414
C -0.17058 2.72477 -2.35358
C 0.36332 3.18109 -0.99703
C 0.69658 2.02140 -0.06339
C -0.53795 1.46548 0.65591
C -0.25494 0.83536 2.02490
C -0.62123 -0.65826 2.14487
P 0.22583 -1.79647 0.97265
C -1.33669 -2.46015 0.08588
C -1.12093 -2.75688 -1.38384
C -2.31571 -3.50967 -1.96025
Br -0.96863 -1.06981 -2.37035
S 2.29453 -1.32217 1.73064
C 2.39252 -1.23313 3.52192
O 3.10745 -2.45550 1.32543
O 2.78296 -0.05374 1.21675
H -0.76235 4.19862 -3.85282
H 0.52799 3.15662 -4.35328
H 0.85042 4.43232 -3.17656
H 0.30328 1.77629 -2.57897
H -1.23686 2.52680 -2.28009
H -0.35922 3.82719 -0.50162
H 1.25982 3.77522 -1.13926
H 1.36701 2.37573 0.70950
H 1.19858 1.23758 -0.61454
H -1.10202 0.79489 0.01729
H -1.19166 2.31791 0.81583
H -0.90470 1.32633 2.74226
H 0.75266 1.02889 2.36575
H -1.69531 -0.72252 2.05008
H -0.38926 -0.95841 3.16200
H 0.76426 -1.41169 -0.28067
H 0.48133 -3.10098 1.44529
H -2.20438 -1.81122 0.15123
H -1.59457 -3.41380 0.53910
H -0.22733 -3.34984 -1.53544
H -3.23973 -3.13103 -1.54754
H -2.21640 -4.57677 -1.79535
H -2.34898 -3.34065 -3.02812
H 3.38334 -1.54087 3.81977
H 1.63977 -1.83015 4.02217
H 2.27866 -0.19308 3.79760

Atom charges from the natural (NBO) analysis, given in e for atoms 1 to 4: -0.61, -0.40, -0.39, -0.39

---

No. 3
Here is a molecular structure, C2HO3Tb in a non-equilibrium geometry from OMol25. Energies are from the ωB97M-V functional and the def2-TZVPD basis.

## Properties
Charge: +2
Frontier orbital gap (spin up / spin down) (Eh): 0.3460 / 0.2802
Expectation value of S²: 12.998
HOMO level (spin up / spin down) (eV): -19.882 / -18.067
M (g mol⁻¹): 231.95
2S+1: 7
Relative energy (zero: lowest compared OMol25 entry of this formula, charge and spin) (kJ/mol): 247.0

Atoms and positions in Å:
C -1.19346 -0.30991 0.65075
O -2.34700 -0.44803 0.60646
C 1.03393 0.52672 0.03248
O -0.16276 1.01722 0.26572
O 1.67244 -0.46104 -0.36597
Tb 0.90139 0.17841 -2.48397
H 0.09546 -0.50337 1.29453

Atom charges from the Mulliken analysis, given in e for atoms 1 to 4: 0.26, -0.09, 0.50, -0.28

---

no.,E_tot (eV)
1,-29755.6100
2,-106088.1682
3,-30641.6705